(1)
Entry from the Open Molecules 2025 dataset: a 4-piece molecular cluster, C21H28F24N3O3 overall (wB97M-V/def2-TZVPD).

Last column: Mulliken charge in e.
Positions of all 79 atoms, in Å:
F (-0.52685, -2.58018, -5.98103)  -0.268
F (-0.38677, 3.73890, 8.60664)  -0.331
F (1.78937, -3.65494, -8.44494)  -0.215
F (-0.77901, -2.55016, 1.98169)  -0.313
F (1.19918, -1.45476, -7.86570)  -0.285
F (-4.71146, -3.20504, 4.17051)  -0.216
F (-6.58283, -2.09198, 4.21880)  -0.275
F (-5.12673, 0.32887, 4.04910)  -0.343
F (-0.50013, 3.56705, 5.06368)  -0.175
F (-1.09193, 2.05887, 7.41943)  -0.258
F (0.92925, -0.15934, -6.15073)  -0.308
F (-4.85680, -0.96656, 2.33413)  -0.290
F (3.97372, -3.68152, -6.60040)  -0.264
F (-2.69159, 4.40656, 4.93208)  -0.267
F (-4.26661, -3.16673, 1.75489)  -0.220
F (-1.96453, 1.60027, 4.91599)  -0.287
F (-2.08226, -3.19331, 3.59944)  -0.267
F (1.34452, -3.69324, -6.02933)  -0.222
F (-2.61006, -4.45298, 1.19961)  -0.284
F (1.18133, 3.24663, 6.39670)  -0.285
F (5.27697, -3.03836, -8.21814)  -0.326
F (-4.76273, 3.79408, 5.09757)  -0.289
F (-3.26053, 2.22703, 3.28173)  -0.306
F (3.44592, -4.94118, -9.00023)  -0.271
O (2.85518, -1.25447, -6.32883)  -0.343
O (-3.39411, 3.28231, 6.77244)  -0.383
O (-3.20080, -0.76627, 3.87101)  -0.327
N (-0.20951, -0.58353, -0.38701)  -0.236
N (0.87376, -0.58090, -2.66593)  -0.063
N (0.47756, 1.64950, -1.68426)  -0.160
C (3.63540, 2.00931, -2.34407)  -0.916
C (0.36251, 0.14584, -1.58290)  -0.240
C (-2.96599, -3.15291, 1.38570)  0.220
C (-3.48823, 3.39502, 5.35284)  0.658
C (-2.39111, -1.02188, 2.72076)  -0.805
C (-4.60899, -0.86737, 3.66215)  0.745
C (2.45357, 1.40043, 0.08500)  -0.382
C (3.08999, -3.64112, -8.81413)  0.101
C (3.98316, -2.98439, -7.76810)  0.851
C (1.44699, -1.35557, -6.53768)  0.721
C (1.20710, 2.27299, -0.51832)  -0.776
C (-3.20556, 2.07085, 4.63163)  0.464
C (3.66487, -1.51009, -7.47907)  -0.720
C (-5.25086, -1.99771, 4.47689)  0.246
C (0.80512, -2.48592, -5.72294)  0.775
C (-0.02449, 3.86849, 6.29291)  0.057
C (-2.35606, 4.05463, 7.38069)  -0.700
C (-0.96125, 3.41251, 7.40546)  0.873
C (4.00585, -0.43511, -1.19438)  -0.859
C (-2.07282, -2.49618, 2.43173)  0.874
C (3.71891, 1.18302, -0.93213)  0.337
H (3.29953, -0.97641, -8.36494)  0.330
H (0.93678, -2.32018, -4.65001)  -0.270
H (1.20158, -1.55106, -2.46046)  0.338
H (-2.75645, -0.48821, 1.83489)  0.418
H (0.85067, 1.96626, -2.60776)  0.433
H (-2.88323, -2.64709, 0.41949)  0.138
H (3.25228, 3.11156, -2.25886)  0.228
H (0.15523, 4.94623, 6.34252)  0.284
H (2.87705, 2.02444, 1.01068)  0.387
H (2.90438, 1.38767, -3.05360)  -0.027
H (4.62268, -1.02754, -7.24712)  0.418
H (3.04629, -1.09991, -1.11353)  0.104
H (1.63473, 3.34684, -0.81475)  0.365
H (0.58894, -1.11453, 0.04335)  0.333
H (0.38446, 2.49837, 0.31595)  0.278
H (4.40131, -0.52474, -2.30924)  0.208
H (-2.66991, 4.15084, 8.42774)  0.413
H (4.82997, -0.76469, -0.40136)  0.331
H (4.69997, 1.57518, -0.37618)  0.390
H (2.13038, 0.35478, 0.56181)  0.110
H (3.17275, -3.13529, -9.78035)  0.297
H (0.98591, -0.13695, -3.62654)  0.166
H (-2.33870, 5.08558, 7.00667)  0.327
H (-5.11920, -1.83198, 5.54982)  0.286
H (-3.93090, 1.30456, 4.91913)  0.155
H (-0.93881, -1.26059, -0.70094)  0.308
H (4.70594, 1.91672, -2.86012)  0.360
H (-1.43330, -0.53933, 2.95271)  0.446

Forces on the atoms, in the same order (eV/Å):
F 0.48 0.50 0.03
F 0.04 0.31 -0.58
F 0.37 -0.17 -0.14
F -0.14 0.07 -0.56
F -0.55 0.25 1.14
F -0.01 0.65 0.19
F 0.50 0.47 -0.15
F -0.78 -1.18 -0.13
F 0.40 0.02 0.26
F 0.19 0.38 -0.24
F -0.23 -0.34 0.55
F -0.49 0.26 0.81
F -0.20 0.09 -0.36
F -0.65 -0.38 -0.43
F 0.69 -0.15 -0.33
F -0.31 0.18 0.01
F -0.12 0.17 -0.69
F -0.13 0.88 0.41
F 0.28 0.38 0.10
F -0.23 0.00 0.25
F -0.64 0.14 -0.26
F 0.49 -0.62 -0.17
F -0.11 0.32 0.13
F 0.21 0.43 0.23
O -1.93 -0.81 -0.35
O 0.77 -0.03 -1.84
O -1.53 -0.98 -0.76
N 2.03 1.08 -2.24
N -1.50 1.52 1.82
N 0.29 -4.52 0.36
C 0.06 -1.48 -0.40
C 1.29 1.61 -1.72
C -0.48 -1.12 -0.40
C -0.29 1.33 1.60
C 0.63 0.98 0.25
C 1.40 0.83 -0.98
C 0.50 0.53 0.90
C -0.13 -1.06 -0.82
C 0.45 -0.07 0.87
C 1.92 0.82 -1.44
C -0.03 1.22 2.28
C 0.15 -0.66 0.30
C 0.87 0.89 -0.05
C -0.53 -0.93 0.52
C -0.43 -1.23 -0.07
C 1.01 0.07 -0.29
C -0.71 0.42 0.82
C -0.58 -0.77 0.53
C 0.57 0.97 -0.40
C -0.12 -0.01 1.47
C 0.77 -0.10 0.27
H -0.07 -0.37 0.18
H 0.08 0.11 -0.10
H -0.90 1.11 -0.63
H -0.09 -0.33 0.15
H -0.31 -0.77 1.10
H 0.03 0.16 0.02
H 1.02 -2.12 -0.15
H -0.14 0.00 0.12
H -1.18 -1.30 -1.98
H 1.46 1.44 1.29
H -0.19 -0.30 0.12
H 1.80 1.26 0.08
H -1.18 -2.54 0.26
H -1.09 0.58 -0.25
H 1.97 -0.65 -1.68
H -0.58 -0.10 2.45
H 0.14 -0.28 -0.21
H -1.94 0.38 -1.95
H -2.27 -0.79 -1.18
H 0.49 2.30 -1.14
H 0.09 0.14 0.09
H 0.24 -0.78 1.83
H 0.19 -0.34 -0.11
H 0.10 0.21 -0.11
H 0.49 0.84 0.25
H 0.94 0.67 0.00
H -2.43 0.56 1.13
H -0.18 -0.25 0.16

As for the HOMO-LUMO gap: 8.379 eV. As for the total charge: +1. The highest occupied orbital energy comes out at -13.301 eV.



(2)
Entry from the Open Molecules 2025 dataset: C21H28F5InO2 as an isolated structure (wB97M-V/def2-TZVPD).

Last column: Mulliken charge in e.
Positions of all 57 atoms, in Å:
In (-0.52148, -1.22037, -0.48709)  0.949
F (1.72805, 2.09608, 4.24600)  -0.322
F (1.56462, 0.59033, 1.79748)  -0.220
F (0.82235, 0.16591, 4.63332)  -0.193
F (-0.46078, 1.96230, 4.39807)  -0.252
F (-0.07410, 2.05952, 1.82193)  -0.249
O (-0.13693, -0.93171, -2.77822)  -0.525
O (2.10372, 4.44594, -2.41027)  -0.450
C (-3.05537, -0.34451, 2.30154)  -1.066
C (0.47024, 0.99086, 2.47540)  0.160
C (0.92031, 2.79714, -1.01586)  1.370
C (1.81425, -1.89858, 3.58359)  -0.407
C (1.27613, -2.36319, -4.25598)  -1.565
C (-1.25128, -2.35414, -4.61652)  -1.553
C (-2.54839, -1.63166, 4.11347)  -0.905
C (2.31412, 3.20883, -1.57392)  -0.322
C (0.03247, -0.17270, -4.92790)  -0.803
C (0.62251, -3.54867, 2.51560)  -0.557
C (-3.27075, -1.60802, 2.90041)  -0.624
C (0.57115, 4.72572, -2.41465)  -0.421
C (0.66136, 1.33019, 3.93430)  0.578
C (-0.22549, 0.28025, -3.53233)  -0.138
C (-1.93127, -0.37386, 4.27786)  -0.510
C (-2.23665, 0.41914, 3.16384)  -0.269
C (0.89007, -2.44021, 4.50993)  -0.511
C (1.68693, -2.62227, 2.37240)  -0.611
C (-0.07572, 3.96507, -1.22128)  -0.562
C (-0.00840, -1.53231, -4.20279)  1.432
C (0.10730, -3.42251, 3.83426)  -0.379
H (-1.20849, 0.77463, -3.43312)  0.304
H (-0.80141, 0.09534, -5.60218)  0.315
H (-1.48257, -3.09694, -3.84607)  0.307
H (0.98106, 0.26273, -5.26894)  0.292
H (2.19494, -1.77691, -4.04991)  0.333
H (-1.32917, -0.10091, 5.12994)  0.534
H (0.03027, 4.41747, -3.32840)  0.199
H (-3.88353, -2.39874, 2.49193)  0.446
H (-1.98968, 1.43771, 2.97091)  0.654
H (0.78940, -2.15245, 5.55066)  0.421
H (-0.17385, 4.54001, -0.26975)  0.323
H (-1.05225, 3.57783, -1.58974)  0.251
H (0.93281, 2.28864, -0.06121)  -0.231
H (0.41541, 5.82700, -2.45687)  0.335
H (1.21924, -3.18472, -3.52526)  0.324
H (2.57155, -1.14842, 3.77165)  0.554
H (2.70028, 2.44110, -2.26525)  0.177
H (-3.45514, -0.00608, 1.36220)  0.666
H (0.51636, 2.03465, -1.67305)  -1.041
H (3.08232, 3.30137, -0.76568)  0.311
H (-1.12262, -2.92134, -5.55761)  0.401
H (-0.73276, -3.94201, 4.28428)  0.484
H (2.29224, -2.54240, 1.47106)  0.560
H (0.61614, 0.94819, -3.30796)  0.034
H (0.30995, -4.23823, 1.73257)  0.494
H (-2.48248, -2.44850, 4.81207)  0.688
H (1.42860, -2.81560, -5.24990)  0.416
H (-2.15560, -1.74597, -4.76894)  0.375

Forces on the atoms, in the same order (eV/Å):
In -0.24 -0.02 1.48
F -0.12 0.10 -0.17
F 0.45 0.20 0.18
F 0.06 1.81 -0.14
F 1.73 -0.19 -0.20
F 0.50 0.07 0.00
O -0.08 -0.72 -3.12
O -2.69 -1.07 1.33
C -0.11 -1.02 -0.09
C -1.76 -0.03 0.08
C -0.07 -0.38 -1.19
C -0.43 -0.89 2.15
C 0.24 -0.06 0.13
C -0.15 -0.12 0.48
C 0.39 0.98 0.28
C -0.68 0.67 -0.59
C -0.46 -0.14 0.37
C 1.84 1.10 -1.77
C 0.25 0.70 -0.78
C 1.15 0.32 0.34
C -0.55 -0.64 0.79
C -0.11 3.96 0.85
C -0.26 -1.39 0.78
C -0.04 -0.11 -0.99
C 0.57 0.09 -0.72
C -2.04 -2.31 -1.51
C 0.87 0.35 0.17
C 0.56 -2.27 -1.45
C 0.53 0.95 1.29
H 0.49 -0.11 0.43
H 0.58 -0.67 0.15
H 0.05 0.06 -0.03
H -0.23 -0.82 -0.21
H -0.68 -0.12 0.06
H -0.23 -0.02 -0.09
H 0.99 -0.52 -0.04
H 0.00 -0.07 0.02
H -0.12 0.30 0.17
H -0.13 0.04 -0.32
H -0.09 -0.15 -0.96
H 0.51 0.35 0.73
H 0.15 0.64 0.37
H 0.54 -0.65 0.62
H 0.03 0.23 -0.19
H -0.20 -0.10 0.06
H -0.13 0.19 0.21
H -0.29 0.13 -0.16
H 0.19 -0.35 -0.29
H -0.66 0.69 -0.71
H 0.42 0.47 0.40
H 0.25 -0.02 -0.25
H -0.06 0.14 0.30
H -0.64 0.08 0.79
H -0.03 0.13 0.35
H -0.12 -0.08 0.10
H -0.31 0.23 0.28
H 0.39 0.06 0.25

As for the HOMO-LUMO gap (spin up / spin down): 4.786 / 4.884 eV. As for the energy above the lowest of the compared OMol25 structures with the same formula, charge and spin: 485.0 kJ/mol. The highest occupied orbital energy (spin up / spin down) comes out at -5.918 / -6.221 eV.